{"formula": "C3H4N4O", "method": "ωB97M-V/def2-TZVPD", "elements": ["C", "C", "C", "H", "H", "H", "H", "N", "N", "N", "N", "O"], "positions_angstrom": [[-2.030, -0.459, 0.049], [-0.662, 0.184, 0.066], [1.611, -0.042, 0.075], [-1.508, -1.547, -0.409], [-2.345, -0.727, 1.265], [-2.600, 0.184, -0.602], [2.859, -1.608, -0.428], [0.357, -0.624, 0.216], [2.874, -0.538, -0.199], [1.587, 1.475, 0.182], [0.746, 2.262, 0.180], [-0.889, 1.440, -0.396]], "lowdin_charge": [-0.036, -0.524, -0.363, 0.153, 0.158, 0.055, 0.087, 0.107, 0.097, 0.098, 0.248, -0.080], "homo_lumo_gap_ha": 0.33469, "total_energy_ha": -410.80026, "total_charge": 0, "de_lowest_ev": 5.525}

***

{"formula": "C29H27N4O4PtS2", "method": "ωB97M-V/def2-TZVPD", "elements": ["Pt", "C", "C", "C", "C", "C", "C", "C", "S", "O", "O", "N", "C", "C", "C", "C", "C", "C", "C", "C", "N", "C", "H", "H", "H", "H", "H", "H", "H", "H", "H", "H", "H", "H", "H", "N", "C", "O", "C", "C", "C", "N", "C", "C", "H", "H", "H", "H", "H", "H", "C", "S", "O", "C", "C", "C", "C", "C", "C", "H", "H", "H", "H", "H", "H", "H", "H"], "positions_angstrom": [[-0.647, 0.701, -0.394], [5.463, -0.758, 5.046], [4.718, -0.717, 3.750], [5.413, -0.557, 2.544], [4.749, -0.522, 1.335], [3.357, -0.658, 1.335], [2.638, -0.841, 2.517], [3.326, -0.851, 3.714], [2.530, -0.740, -0.172], [3.383, -0.492, -1.283], [1.530, -1.741, -0.163], [1.442, 0.749, -0.204], [1.971, 1.929, -0.296], [3.398, 2.257, -0.288], [3.805, 3.553, -0.392], [2.861, 4.590, -0.509], [1.467, 4.356, -0.536], [0.511, 5.375, -0.682], [-0.822, 5.012, -0.725], [-1.167, 3.673, -0.627], [-0.257, 2.686, -0.482], [1.026, 3.030, -0.436], [5.899, 0.220, 5.260], [6.288, -1.469, 4.991], [4.818, -1.034, 5.876], [6.493, -0.486, 2.559], [5.296, -0.447, 0.404], [1.566, -0.998, 2.496], [2.784, -0.995, 4.639], [4.123, 1.464, -0.205], [4.859, 3.798, -0.389], [3.214, 5.614, -0.589], [0.813, 6.412, -0.762], [-1.604, 5.749, -0.840], [-2.204, 3.371, -0.668], [-7.719, 1.109, -0.805], [-6.761, 1.460, -1.680], [-6.944, 1.974, -2.757], [-5.319, 1.203, -1.271], [-4.832, 1.304, 0.027], [-3.475, 1.179, 0.250], [-2.616, 0.954, -0.758], [-3.080, 0.824, -2.016], [-4.417, 0.960, -2.304], [-8.680, 1.282, -1.061], [-7.537, 0.620, 0.053], [-5.483, 1.515, 0.865], [-3.053, 1.268, 1.242], [-2.347, 0.628, -2.787], [-4.774, 0.907, -3.324], [-2.723, -3.157, 0.653], [-1.059, -2.568, 0.392], [-1.397, -1.191, -0.287], [-0.571, -3.649, -0.918], [-1.025, -3.456, -2.214], [-0.653, -4.373, -3.185], [0.141, -5.462, -2.846], [0.582, -5.639, -1.542], [0.236, -4.720, -0.563], [-3.290, -3.019, -0.267], [-3.158, -2.608, 1.485], [-2.651, -4.216, 0.898], [-1.654, -2.610, -2.459], [-0.992, -4.246, -4.204], [0.417, -6.180, -3.607], [1.202, -6.488, -1.287], [0.593, -4.838, 0.454]], "lowdin_charge": [1.236, -0.013, -0.214, 0.009, -0.043, -0.328, -0.032, 0.005, 0.718, -0.219, -0.295, -0.052, -0.201, 0.125, 0.043, 0.165, -0.107, 0.101, 0.045, -0.002, -0.037, -0.135, 0.105, 0.104, 0.091, 0.139, 0.128, 0.119, 0.131, 0.107, 0.149, 0.163, 0.156, 0.146, 0.124, 0.208, -0.494, 0.116, -0.072, 0.035, -0.103, -0.179, -0.076, 0.053, 0.139, 0.111, 0.134, 0.128, 0.130, 0.145, -0.189, 1.041, -0.702, -0.437, -0.066, -0.039, -0.030, -0.036, -0.077, 0.076, 0.066, 0.084, 0.109, 0.121, 0.124, 0.124, 0.121], "homo_lumo_gap_ha": 0.13842, "total_energy_ha": -2555.98230, "total_charge": 3, "de_lowest_ev": 0.000}

***

{"formula": "C26H60CuN7O11", "method": "ωB97M-V/def2-TZVPD", "elements": ["Cu", "C", "C", "C", "O", "H", "H", "H", "H", "H", "H", "H", "C", "O", "C", "O", "O", "C", "H", "H", "H", "H", "H", "H", "C", "C", "O", "N", "C", "H", "H", "H", "H", "H", "H", "H", "C", "C", "O", "N", "C", "H", "H", "H", "H", "H", "H", "H", "C", "C", "O", "N", "C", "H", "H", "H", "H", "H", "H", "H", "C", "C", "O", "N", "C", "H", "H", "H", "H", "H", "H", "H", "C", "C", "O", "N", "C", "H", "H", "H", "H", "H", "H", "H", "C", "C", "O", "N", "C", "H", "H", "H", "H", "H", "H", "H", "O", "C", "N", "C", "H", "H", "H", "H", "H"], "positions_angstrom": [[6.251, -7.948, 24.547], [8.527, -11.103, 26.637], [8.555, -10.618, 25.149], [8.553, -11.866, 24.188], [7.596, -9.646, 24.800], [7.552, -11.562, 26.803], [8.648, -10.313, 27.379], [9.313, -11.833, 26.826], [9.568, -10.216, 25.178], [9.095, -11.574, 23.289], [7.567, -12.235, 23.908], [9.080, -12.703, 24.648], [-1.723, -8.888, 25.512], [-1.037, -7.681, 25.829], [0.011, -7.722, 26.632], [0.554, -8.741, 27.089], [0.450, -6.481, 26.825], [1.437, -6.168, 27.763], [-1.068, -9.595, 25.002], [-2.590, -8.769, 24.864], [-2.178, -9.419, 26.348], [2.354, -6.557, 27.321], [1.223, -6.592, 28.744], [1.646, -5.117, 27.961], [7.321, -1.388, 28.972], [6.495, -2.244, 28.070], [5.646, -2.979, 28.559], [6.776, -2.194, 26.799], [6.058, -2.957, 25.787], [6.551, -0.666, 29.241], [8.259, -1.195, 28.451], [7.669, -1.972, 29.824], [7.675, -1.815, 26.538], [4.976, -2.901, 25.905], [6.466, -3.966, 25.854], [6.288, -2.663, 24.763], [2.152, -9.657, 23.699], [3.679, -9.874, 23.313], [4.518, -9.191, 23.926], [3.946, -10.846, 22.374], [5.324, -11.139, 21.939], [2.032, -9.803, 24.773], [1.496, -10.409, 23.262], [1.935, -8.639, 23.375], [3.148, -11.245, 21.901], [5.347, -12.190, 21.650], [6.044, -10.978, 22.741], [5.392, -10.514, 21.049], [4.353, -9.762, 27.447], [4.881, -8.277, 27.549], [5.612, -7.897, 26.671], [4.504, -7.591, 28.634], [4.934, -6.198, 28.791], [4.435, -10.252, 28.417], [4.924, -10.412, 26.784], [3.320, -9.777, 27.101], [3.704, -7.882, 29.177], [5.833, -6.325, 29.395], [4.246, -5.604, 29.393], [5.179, -5.768, 27.820], [3.148, -14.532, 23.112], [3.531, -13.716, 24.369], [2.678, -12.996, 24.842], [4.748, -13.916, 24.917], [5.304, -13.158, 26.054], [3.757, -14.268, 22.247], [2.099, -14.385, 22.855], [3.267, -15.580, 23.386], [5.518, -14.281, 24.374], [4.404, -12.924, 26.623], [5.650, -12.216, 25.627], [6.083, -13.674, 26.613], [9.204, -7.077, 26.458], [8.960, -6.502, 25.088], [7.841, -6.504, 24.595], [9.965, -5.850, 24.397], [9.864, -5.226, 23.076], [10.185, -6.846, 26.873], [9.202, -8.166, 26.409], [8.470, -6.716, 27.179], [10.879, -5.800, 24.823], [10.482, -5.688, 22.306], [10.077, -4.159, 23.151], [8.837, -5.063, 22.747], [8.275, -8.596, 21.339], [7.139, -7.530, 21.374], [6.524, -7.478, 22.429], [6.967, -6.721, 20.342], [5.956, -5.631, 20.342], [8.946, -8.538, 22.195], [8.951, -8.471, 20.493], [7.864, -9.605, 21.315], [7.561, -6.844, 19.534], [5.364, -5.593, 21.257], [5.466, -5.698, 19.371], [6.569, -4.731, 20.376], [4.900, -6.317, 24.434], [3.875, -5.698, 24.279], [3.448, -4.965, 25.295], [3.134, -5.778, 22.980], [4.079, -4.833, 26.072], [2.582, -4.447, 25.330], [3.555, -5.205, 22.154], [2.057, -5.613, 23.014], [3.124, -6.812, 22.635]], "lowdin_charge": [0.724, -0.069, -0.556, -0.051, -0.285, 0.044, 0.060, 0.070, 0.100, 0.063, 0.041, 0.067, -0.036, 0.020, -0.574, 0.088, -0.001, -0.068, 0.090, 0.096, 0.101, 0.070, 0.106, 0.098, 0.010, -0.616, 0.025, 0.018, -0.053, 0.103, 0.079, 0.090, 0.140, 0.075, 0.081, 0.089, 0.032, -0.431, -0.011, 0.029, -0.034, 0.070, 0.073, 0.063, 0.135, 0.078, 0.068, 0.086, 0.040, -0.497, 0.019, 0.026, -0.052, 0.080, 0.053, 0.070, 0.144, 0.092, 0.090, 0.063, -0.001, -0.565, 0.033, 0.010, -0.055, 0.061, 0.079, 0.079, 0.130, 0.082, 0.059, 0.092, 0.033, -0.457, -0.008, 0.035, -0.061, 0.082, 0.070, 0.093, 0.134, 0.088, 0.080, 0.076, 0.030, -0.506, -0.011, 0.037, -0.014, 0.081, 0.070, 0.071, 0.144, 0.058, 0.092, 0.084, 0.010, -0.542, 0.212, 0.029, 0.090, 0.130, 0.078, 0.089, 0.076], "homo_lumo_gap_ha": [0.29674, 0.23747], "total_energy_ha": -3877.91388, "s_squared": 0.7523, "total_charge": 1, "multiplicity": 2, "de_lowest_ev": 0.000}